Density functional theory data (ωB97M-V/def2-TZVPD) for the ion C18H27N2 with charge +1 at a distorted geometry.

Atoms and positions in Å:
C -1.956 -1.075 2.715
H -0.826 -2.986 2.541
C 0.847 1.169 -0.823
C 3.525 -1.193 0.744
H -4.306 -1.119 -2.163
C -0.531 1.271 -0.774
H 4.795 -0.479 -0.821
C -3.013 -0.564 1.978
H -2.111 2.565 -0.609
H -2.492 -3.468 0.483
H 3.102 -0.360 -1.277
H 4.468 -1.259 1.306
C 3.043 -2.593 0.300
H 3.368 -3.310 1.072
H -2.890 0.652 -2.305
C -2.839 0.251 -1.280
H -4.948 -2.267 -0.054
H -3.360 0.938 -0.597
H 4.921 1.524 0.140
C -2.480 -2.587 1.114
H 1.948 -2.657 0.284
C -3.580 -1.126 -1.339
H -2.850 -1.930 -1.491
H -1.222 -0.557 0.011
H 2.774 -0.752 1.418
H -0.878 -0.559 -1.744
H 1.286 0.188 -0.966
C 3.796 -0.218 -0.438
C 3.165 2.304 -0.776
H -0.882 4.524 -0.396
C -1.616 -2.342 2.170
C 1.649 2.298 -0.704
C 3.857 1.244 0.109
H -4.907 -0.458 0.201
H 3.480 3.288 -0.390
H 3.511 -2.921 -0.636
H 1.558 4.478 -0.453
C 1.000 3.550 -0.533
H 3.521 2.290 -1.819
C -4.327 -1.368 0.013
H 3.495 1.262 1.146
H -1.469 -0.567 3.541
C -1.359 0.000 -0.931
N -3.289 -1.506 1.043
N -1.102 2.463 -0.622
C -0.349 3.579 -0.499
H -3.524 0.382 2.110

## Properties
- strongest force on any atom (eV/A) = 2.8
- total charge = +1
- E_HOMO (eV) = -11.03
- M (g mol⁻¹) = 271.43
- ΔE to the lowest compared entry with this formula, charge and spin (kJ/mol) = 153.0


Density functional theory data (ωB97M-V/def2-TZVPD) for a structure of composition C18H27N2O4P2S2Sn at a distorted geometry.

Atoms and positions in Å:
C -0.587 -0.353 7.137
C -2.599 1.635 -0.059
H 0.719 2.919 -5.638
C -1.853 0.431 -2.687
H -2.165 1.147 6.902
S -2.072 1.705 3.943
H 1.377 -1.493 4.557
H 2.410 -1.876 -3.038
H -4.247 -0.834 -1.241
H -2.180 2.526 -0.542
C -0.572 1.853 -4.277
C -3.328 -1.134 -0.712
O -1.407 -1.739 -3.916
H -0.073 -2.219 -0.940
H 3.782 0.851 -2.699
C 0.610 -0.935 5.098
O -0.501 -3.328 -2.277
O -1.794 3.088 4.232
H 4.023 -1.384 0.843
H -0.918 -2.684 -3.049
C -0.200 -0.040 4.387
H 4.011 0.388 0.825
H -2.220 1.581 0.980
C 0.646 2.350 -4.714
C -1.192 0.668 5.060
H 3.203 1.806 -1.306
N 0.484 0.961 -2.298
H 4.150 -1.746 -2.589
H -1.687 -0.806 -3.348
C -0.633 1.154 -3.062
C 4.091 -0.505 0.193
H -3.536 -1.239 0.363
H -2.189 -1.978 -4.435
H 5.066 -0.509 -0.316
H -0.731 -0.476 8.211
C -0.183 0.363 2.977
C 0.403 -1.098 6.470
C 1.679 1.352 -2.774
N -1.167 1.160 2.625
H -1.494 1.977 -4.844
H -2.761 0.840 -3.147
H 2.776 2.437 -4.244
H 1.016 -1.805 7.035
P 2.762 -0.552 -1.028
C 3.127 -1.883 -2.204
H 0.294 -3.771 -2.610
H -2.964 -2.093 -1.109
Sn 0.304 -0.567 -0.317
C 1.785 2.097 -3.950
H 3.054 -2.850 -1.683
C 2.939 0.991 -2.003
H -3.697 1.690 -0.062
P -2.071 0.154 -0.924
O -3.442 1.279 3.805
C -1.395 0.547 6.427
S 1.143 -0.054 1.972

## Properties
- strongest force on any atom (eV/A) = 3.2
- total charge = +3
- E_HOMO (spin up / spin down) (eV) = -16.82 / -16.64
- M (g mol⁻¹) = 580.22


Density functional theory data (ωB97M-V/def2-TZVPD) for the molecule C18H27N3O2S.

Atoms and positions in Å:
H 2.648 2.480 1.894
H -4.013 -0.322 0.640
C 2.527 2.072 0.900
N 0.840 3.717 0.489
H -1.225 -2.247 1.725
C 1.191 -1.306 1.289
H -1.122 5.102 1.660
H -6.085 -0.292 -0.694
S 4.081 -0.946 -1.307
H -3.626 -0.010 -1.050
H -1.538 5.996 0.188
H -5.456 -1.557 -1.749
C 1.478 2.125 -1.262
C 3.136 0.454 -0.755
H -3.171 -2.440 -1.380
H -0.038 0.282 0.503
N 1.466 -1.967 0.142
H 2.603 -3.453 1.042
C 1.600 2.640 0.025
C -0.176 4.385 -0.133
H -0.643 -3.439 -0.282
H 4.774 -2.780 0.016
C -3.067 -1.969 -0.399
N -1.675 -1.576 -0.239
C 3.943 -2.083 0.115
H 4.015 0.587 1.204
O 1.909 -1.403 2.270
H 2.153 0.639 -2.642
H 1.160 -2.357 -1.854
C -0.734 5.502 0.726
C 3.297 0.996 0.512
H 0.779 2.567 -1.951
C 2.243 1.039 -1.643
H -0.090 0.046 2.259
H 4.052 -1.513 1.033
C -0.747 -2.500 -0.857
H -3.373 -2.710 0.359
C -4.005 -0.762 -0.358
H 2.552 -3.501 -0.739
C -1.338 -1.310 1.147
H 1.076 4.019 1.425
C -0.068 -0.466 1.296
H -5.808 -1.914 -0.058
O -0.594 4.125 -1.237
C 0.636 -1.863 -1.035
H 0.496 -0.813 -1.310
H -2.166 -0.750 1.584
H -1.133 -2.749 -1.848
H 0.045 6.228 0.950
C 2.619 -2.845 0.130
C -5.427 -1.156 -0.739

## Properties
- strongest force on any atom (eV/A) = 0.5
- E_HOMO (eV) = -7.90
- M (g mol⁻¹) = 349.50
- ΔE to the lowest compared entry with this formula, charge and spin (kJ/mol) = 113.9


Density functional theory data (ωB97M-V/def2-TZVPD) for a structure of composition C18H27N3O4 at a distorted geometry.

Atoms and positions in Å:
H -2.850 0.579 2.908
H 3.296 2.006 -0.862
C -4.556 -0.031 0.272
H 1.801 1.217 -2.389
H -4.767 2.432 -1.577
C -1.041 -0.572 1.405
H -0.237 -1.589 1.064
C 4.710 0.768 0.418
C 2.657 -3.901 -0.616
C -1.457 -0.024 -0.143
H 5.719 -0.650 1.666
H 5.536 3.208 -0.572
N -3.578 0.289 0.998
H 5.913 3.788 1.004
H 2.145 -0.699 -2.822
H -4.791 2.251 0.161
C -2.121 -1.137 2.058
H -5.956 0.365 -2.535
C 1.864 -0.085 -1.933
C 4.852 -0.452 0.842
O -0.038 1.858 -0.659
H -2.575 -1.879 1.174
H 0.475 -1.373 -1.237
C -6.189 -0.195 -1.528
H 1.945 -4.262 -0.998
N 0.498 -0.333 -1.357
H -0.539 0.155 1.791
H 4.331 -2.335 0.924
C 3.683 0.789 -0.663
H -6.000 -1.197 -1.597
H -7.180 0.153 -0.976
C 2.869 -0.203 -0.916
C 4.150 -1.540 0.374
C -3.079 -0.141 2.225
H 3.642 -4.049 -0.882
C 3.082 -1.520 -0.286
C 5.240 3.118 0.590
H -2.932 1.613 -0.570
O 2.272 -2.310 -1.038
O -5.023 -1.363 0.686
C -2.491 1.085 0.284
N -5.150 0.495 -0.623
H -4.185 -0.518 2.950
H -1.937 1.751 1.036
H -6.342 2.257 -0.808
O 5.584 1.895 0.925
C -5.249 2.086 -0.748
H 4.192 3.487 0.673
C -0.126 0.724 -0.841
H -1.860 -1.614 3.134
H -1.701 -0.855 -0.703
H 2.405 -3.859 0.700

## Properties
- strongest force on any atom (eV/A) = 16.4
- E_HOMO (eV) = -7.65
- M (g mol⁻¹) = 349.43
- ΔE to the lowest compared entry with this formula, charge and spin (kJ/mol) = 1848.9


Density functional theory data (ωB97M-V/def2-TZVPD) for a cluster of 3 separate species, C18H27N3O7S in total at a distorted geometry.

Atoms and positions in Å:
O 0.344 -1.965 2.610
C -2.045 -5.326 0.339
C -0.998 -0.860 -0.659
H -0.378 0.025 -0.884
N -3.345 3.199 -0.548
C 1.585 5.954 -1.824
H 3.190 -1.362 1.152
H 4.663 -0.762 -0.092
H 0.502 6.096 -1.828
C 1.938 4.506 -2.111
H 1.900 -2.024 0.215
O 1.374 3.634 -1.129
C -1.027 -0.094 2.615
N 4.164 -0.266 -0.831
H -1.835 -5.710 1.336
H -0.073 -2.509 0.274
H -2.290 1.899 -3.231
H -2.583 0.191 1.069
H -1.038 -4.338 -1.003
H -1.665 -7.190 -0.671
O 1.673 -2.115 4.435
C 2.918 -0.331 -0.648
C -0.060 -0.884 1.709
O -1.919 -1.117 -1.387
C 1.383 -0.303 1.501
H -1.557 -0.869 3.167
C 1.504 1.153 1.413
S -1.623 2.427 1.433
C -2.521 2.283 -2.259
H -1.616 -2.124 0.932
O -1.736 1.996 -1.240
C 2.337 -1.082 0.543
H -2.918 0.867 2.627
C -0.692 -1.671 0.579
H -3.365 -6.942 -0.228
C 1.641 2.344 1.291
C -2.301 2.578 -0.157
H 1.503 3.360 1.058
H 1.342 1.009 -1.244
H -0.489 0.483 3.364
O -0.854 -4.689 -0.125
C -2.122 0.716 1.900
C -2.461 -6.450 -0.590
H 1.945 6.244 -0.836
H 2.026 6.619 -2.568
C 1.368 -1.593 3.418
H -2.841 -4.577 0.418
H 2.670 0.922 -2.346
N -3.491 3.018 -1.870
H 3.017 4.362 -2.086
H -2.652 -6.069 -1.596
H 1.490 -0.395 -2.280
O 1.971 -0.545 2.813
C 2.059 0.322 -1.682
H 0.417 3.747 -1.155
H 1.573 4.210 -3.100

## Properties
- strongest force on any atom (eV/A) = 2.8
- E_HOMO (eV) = -9.61
- M (g mol⁻¹) = 429.50
- ΔE to the lowest compared entry with this formula, charge and spin (kJ/mol) = 448.2


Density functional theory data (ωB97M-V/def2-TZVPD) for the molecule C18H27N5S.

Atoms and positions in Å:
N -1.246 -0.290 2.289
C 1.053 -1.046 3.232
C -1.207 2.629 -1.807
C 1.130 -1.610 1.848
C 0.960 -3.026 0.172
H -2.228 -0.978 3.993
H -1.841 3.579 -4.142
N 0.737 -2.875 1.518
C 0.937 0.483 3.136
H 1.986 -1.302 3.751
H -0.821 -0.829 -1.674
C -1.455 -1.309 3.289
H -0.686 1.051 -3.198
H 0.283 -4.993 -0.386
H -2.267 2.592 -2.073
H -0.575 1.672 2.080
H 0.501 1.295 -1.910
H 1.622 0.829 2.363
H -0.557 4.788 -4.273
C 0.726 4.076 -2.078
H 2.328 -0.685 -1.902
C 1.656 -2.654 -2.451
H -2.294 0.134 -1.485
H 1.223 0.939 4.084
C -0.568 1.268 -2.135
H 0.805 4.060 -0.992
S -2.487 -1.773 0.504
H 0.917 -4.639 -2.753
C 1.085 -3.856 -2.028
C -1.210 0.143 -1.339
H -1.143 2.801 -0.729
C -1.496 -0.528 0.977
C 1.528 -1.802 -0.246
H -0.136 -1.091 5.006
C -0.521 0.852 2.795
C 1.886 -1.613 -1.575
C 0.730 -4.066 -0.711
H 0.287 -3.546 2.116
C -0.135 -1.589 4.035
N -0.959 0.330 0.076
H 1.919 -2.539 -3.492
H -1.830 -2.197 2.776
H -0.026 -2.658 4.223
H -0.023 0.656 0.285
C -0.802 3.794 -3.899
H 1.460 3.370 -2.496
H -1.043 1.170 3.704
N 1.611 -0.951 0.830
H 0.983 5.076 -2.428
N -0.638 3.789 -2.462
H -0.159 3.066 -4.416

## Properties
- strongest force on any atom (eV/A) = 0.8
- E_HOMO (eV) = -7.80
- M (g mol⁻¹) = 345.52
- ΔE to the lowest compared entry with this formula, charge and spin (kJ/mol) = 29.2